Entry 1:
{
  "formula": "C3H7NOS",
  "method": "ωB97M-V with the def2-TZVPD basis set",
  "spin_multiplicity": 1,
  "smiles": "O=CNCCS",
  "e_above_lowest_kcal_mol": 14.1,
  "species": ["H", "O", "C", "H", "C", "H", "S", "H", "C", "N", "H", "H", "H"],
  "positions_angstrom": [[2.066089, -1.468352, -0.328188], [1.603754, -1.930807, -2.271104], [0.239976, 0.274389, 0.240553], [-1.555496, 1.370897, -0.100882], [1.436352, -1.336396, -1.235675], [-0.121296, -0.217095, -1.827993], [-1.569999, 0.832989, 2.245435], [0.750710, 1.232129, 0.236704], [-1.244670, 0.503497, 0.473539], [0.463880, -0.417136, -1.028009], [0.572029, -0.396891, 1.031826], [-0.813696, 1.940037, 2.297597], [-1.827635, -0.387262, 0.266195]],
  "forces_ev_per_angstrom": [[-0.056, -0.152, -0.241], [0.166, -0.173, -0.188], [-0.400, -0.907, -0.564], [-0.461, -0.187, -0.185], [-0.006, 0.231, 0.479], [0.028, 0.051, 0.091], [0.042, 0.163, -0.266], [0.257, 0.092, 0.359], [0.315, 0.416, 0.699], [-0.186, 0.178, -0.018], [0.427, 0.300, 0.039], [-0.051, -0.010, 0.111], [-0.074, -0.002, -0.317]]
}

---

Entry 2:
{
  "formula": "CH4F2NPS",
  "method": "ωB97M-V with the def2-TZVPD basis set",
  "spin_multiplicity": 1,
  "smiles": "CNP(F)(F)=S",
  "species": ["H", "F", "C", "H", "H", "P", "F", "N", "S", "H"],
  "positions_angstrom": [[0.354648, 0.316917, 0.844528], [-2.129652, 1.004717, 1.381875], [0.127884, 0.321999, -0.207632], [-0.118627, 1.395115, -0.513661], [0.956331, -0.204477, -0.604720], [-2.469262, 0.113556, 0.003433], [-2.605175, 1.480066, -0.903109], [-1.010847, -0.469986, -0.392056], [-4.110459, -0.856059, -0.049511], [-0.979312, -1.412318, -0.406063]],
  "forces_ev_per_angstrom": [[0.217, 0.580, 0.705], [-0.568, -1.674, -1.963], [0.470, 1.946, 1.151], [1.017, -1.591, 0.004], [0.940, 0.262, -1.262], [-1.124, 3.694, 0.685], [0.557, -1.815, 1.000], [-3.059, 2.253, -0.374], [1.075, -0.018, 0.238], [0.474, -3.638, -0.185]]
}

---

Entry 3:
{
  "formula": "C3H8N2O",
  "method": "ωB97M-V with the def2-TZVPD basis set",
  "spin_multiplicity": 1,
  "smiles": "CC(=O)NCN",
  "e_above_lowest_kcal_mol": 36.5,
  "species": ["H", "C", "O", "H", "H", "H", "H", "N", "H", "N", "C", "H", "C", "H"],
  "positions_angstrom": [[-1.033993, 0.830832, -2.630638], [0.008564, -0.209049, 1.000813], [-0.512611, 0.597567, 1.758391], [0.495549, 1.849270, -0.111802], [-0.472758, -2.164888, 1.599529], [1.070546, 1.485556, -1.783596], [0.138489, -0.829238, -0.918576], [-0.978966, 1.358669, -1.763681], [-1.841715, 0.975614, -1.246300], [0.439095, -0.033645, -0.368563], [0.269600, 1.295471, -1.016149], [0.788325, -1.326623, 2.607062], [0.426540, -1.590867, 1.663553], [1.203335, -2.238670, 1.209957]],
  "forces_ev_per_angstrom": [[0.947, 0.219, 0.091], [1.440, -0.664, 0.320], [0.659, -0.320, -1.798], [-1.012, 1.546, -0.455], [-0.664, -0.532, 0.849], [-0.518, -0.373, 0.978], [0.450, -0.094, -0.090], [-2.497, 0.060, 1.417], [2.005, 1.121, -0.467], [-0.597, -0.040, 1.547], [0.244, -2.443, -0.865], [-0.096, 0.149, 1.710], [-0.062, 0.522, -2.858], [-0.299, 0.850, -0.379]]
}

---

Entry 4:
{
  "formula": "C3H4Cl2O",
  "method": "ωB97M-V with the def2-TZVPD basis set",
  "spin_multiplicity": 1,
  "smiles": "CC(Cl)(Cl)C=O",
  "e_above_lowest_kcal_mol": 19.7,
  "species": ["Cl", "H", "C", "C", "H", "Cl", "O", "C", "H", "H"],
  "positions_angstrom": [[-0.050024, 1.311077, 1.726484], [0.339135, -1.277241, 0.790270], [-0.484734, -1.001429, 0.286827], [1.024999, 0.621780, -0.589541], [1.019486, 0.732441, -1.687535], [-1.667801, 1.229717, -0.676423], [2.055836, 0.548019, -0.036294], [-0.274834, 0.500961, 0.179856], [-1.504583, -1.310241, 0.747188], [-0.457481, -1.355085, -0.740832]],
  "forces_ev_per_angstrom": [[-0.218, -0.078, 0.357], [2.616, -1.878, 2.022], [-4.164, 1.148, -1.056], [-0.890, 0.663, -1.432], [-0.647, -0.043, -0.096], [0.311, 0.095, -0.162], [2.087, -0.223, 1.125], [-1.035, 0.033, -0.142], [1.955, 0.675, -0.571], [-0.016, -0.393, -0.044]]
}

---

Entry 5:
{
  "formula": "CHFINO2",
  "method": "ωB97M-V with the def2-TZVPD basis set",
  "spin_multiplicity": 1,
  "e_above_lowest_kcal_mol": 47.3,
  "species": ["I", "H", "F", "C", "N", "O", "O"],
  "positions_angstrom": [[-2.688856, -0.163293, 0.109159], [-0.201538, 0.328928, -0.535252], [2.494604, -2.131476, -0.283327], [-0.024501, -1.611611, 0.205205], [-0.584402, -0.411943, 0.022032], [-0.148893, -2.785102, 0.281849], [1.798692, -1.015148, 0.060472]],
  "forces_ev_per_angstrom": [[1.138, -0.342, 0.000], [0.933, -0.247, 0.060], [0.697, -1.468, -0.401], [3.228, -0.135, -1.578], [-1.990, -1.233, 0.827], [-0.379, 2.670, 0.404], [-3.626, 0.755, 0.689]]
}

---

Entry 6:
{
  "formula": "C4H19NO7",
  "method": "ωB97M-V with the def2-TZVPD basis set",
  "spin_multiplicity": 1,
  "smiles": "NCCCC(=O)O.O.O.O.O.O",
  "e_above_lowest_kcal_mol": 33.8,
  "species": ["H", "H", "H", "O", "O", "C", "H", "H", "H", "H", "C", "H", "O", "H", "O", "H", "H", "H", "H", "H", "H", "H", "O", "H", "O", "O", "C", "H", "H", "C", "N"],
  "positions_angstrom": [[1.225090, -1.005204, -2.307874], [-3.000935, -2.260390, 0.290020], [-3.191755, 3.161062, -0.998967], [0.355620, -0.751063, -2.656366], [-2.744737, 2.418299, -0.611056], [1.722087, 1.287531, 1.745425], [-2.908750, -2.075910, -1.114639], [3.426149, 0.531981, 0.779863], [2.019052, 0.939113, -0.280712], [0.034087, -1.515759, 1.642468], [0.479050, -1.349111, 0.655499], [-0.182853, -1.584786, -2.459084], [0.563799, 1.608783, 1.842828], [0.344087, -3.363035, 0.367085], [2.580230, 1.586729, 2.739803], [-0.087944, -0.510764, 0.287548], [-4.386961, 0.198743, -0.522602], [2.088410, 1.754793, 3.571961], [-0.786449, -2.542323, -0.392395], [2.396289, -1.525868, 1.587581], [1.011030, 2.501579, -1.262893], [1.846914, 3.665935, -1.486562], [-3.540633, -0.215274, -0.670769], [-3.007936, 0.588768, -0.430024], [-2.920150, -2.796761, -0.492492], [1.584927, 3.064068, -0.758170], [2.348584, 0.483597, 0.642907], [2.493260, -1.467240, -0.127272], [-1.995279, 2.696302, -0.089886], [1.985995, -1.017277, 0.706384], [0.249720, -2.506517, -0.197609]],
  "forces_ev_per_angstrom": [[-0.353, 0.032, -0.081], [-0.253, 0.060, 0.818], [0.011, 0.586, -0.067], [-0.757, -1.657, 0.391], [-0.020, -0.903, 0.097], [-0.627, 0.040, 0.706], [-0.261, 0.364, -0.839], [0.083, 0.333, -0.362], [0.208, -0.234, -0.213], [0.441, 0.111, 0.278], [0.294, 0.031, 0.182], [1.175, 1.732, -0.310], [-0.209, -0.240, -0.436], [0.333, 0.430, -0.375], [0.551, -0.414, 0.764], [-0.051, 0.404, -0.539], [-0.898, -0.330, -0.118], [0.089, 0.238, -0.851], [1.264, -0.008, 0.087], [0.212, 0.425, 0.010], [-0.786, -0.881, -0.080], [0.160, -0.119, 0.873], [0.845, 1.410, 0.627], [-0.090, -0.968, -0.642], [0.455, -0.672, 0.013], [0.503, 1.221, -0.982], [0.063, -0.354, 0.804], [-0.006, -0.358, -0.562], [0.258, 0.521, 0.161], [-0.758, 0.223, 0.761], [-1.876, -1.025, -0.115]]
}

---

Table of E_HOMO (eV), in record order: -9.488 -9.888 -9.242 -10.493 -10.084 -9.388
Table of maximum force (eV/Å), in record order: 1.1 3.9 2.9 4.4 3.8 2.1